[1]
DFT (ωB97M-V with the def2-TZVPD basis set) results for a cluster of 2 separate species, C5H12N4 in total in a non-equilibrium geometry.

## Properties
Charge = 0
Highest occupied orbital energy = -8.7 eV
Energy relative to the best compared isomer or geometry (same formula, charge and spin) = 334.7 kJ/mol
Maximum force = 3.2 eV/A
SMILES string = [H]/N=C1\N[C@H]1N(C)C.C=N
DFT total energy = -11336.752 eV
Frontier orbital gap = 0.34623 Ha

Cartesian coordinates (Å):
H1 -2.0971 -0.5530 -3.0785
N1 -1.1903 -0.6066 -2.6138
C1 -1.0626 0.0961 -1.6011
N2 -1.7135 1.1529 -0.8663
C2 -0.3083 0.8150 -0.5728
N3 0.0316 0.1789 0.6541
C3 0.7275 1.0494 1.5814
C4 -1.0538 -0.5597 1.2683
H2 -1.9919 2.0416 -1.2562
H3 0.4924 1.4610 -0.9320
H4 0.0916 1.8723 1.9362
H5 1.0496 0.4614 2.4382
H6 1.6126 1.4563 1.0967
H7 -0.6680 -1.1082 2.1249
H8 -1.8740 0.0963 1.5845
H9 -1.4456 -1.2775 0.5491
C5 1.5953 -1.5347 -0.2967
N4 2.7021 -0.9430 -0.3030
H10 1.3565 -2.1473 0.5664
H11 0.8365 -1.5317 -1.1258
H12 2.9092 -0.4194 -1.1536

Listed below, in e, are the natural (NBO) charges computed for each atom: 0.36 -0.66 0.43 -0.68 0.06 -0.43 -0.41 -0.42 0.39 0.21 0.17 0.21 0.21 0.20 0.19 0.21 0.00 -0.67 0.15 0.16 0.33

[2]
DFT (ωB97M-V with the def2-TZVPD basis set) results for a cluster of 2 separate species, C9H14 in total in a non-equilibrium geometry.

## Properties
Charge = +1
Highest occupied orbital energy (spin up / spin down) = -14.5 / -14.5 eV
Energy relative to the best compared isomer or geometry (same formula, charge and spin) = 78.1 kJ/mol
Maximum force = 2.4 eV/A
Spin multiplicity = 2
DFT total energy = -9550.631 eV
Frontier orbital gap (spin up / spin down) = 0.37133 / 0.23056 Ha

Cartesian coordinates (Å):
C1 1.4252 -0.0563 3.0147
C2 1.9428 0.8782 1.9118
H1 1.2106 0.4398 3.9604
H2 0.6001 -0.6638 2.6431
H3 2.1613 -0.8029 3.3358
H4 2.7910 0.4780 1.3691
H5 2.4539 1.7497 2.3539
H6 1.0420 1.3167 1.4871
C3 0.9704 0.4916 -2.5629
C4 -1.1058 -1.6871 -0.3669
C5 -0.1607 -1.2146 -1.2420
C6 -1.8536 -0.7096 0.3735
C7 0.0251 0.1703 -1.4722
C8 -1.6638 0.6763 0.2081
C9 -0.7925 1.0964 -0.7524
H7 -1.4158 -2.7204 -0.3555
H8 0.5348 -1.9884 -1.5461
H9 -2.5440 -1.0880 1.1192
H10 -2.1618 1.4366 0.7925
H11 0.5698 0.0954 -3.5026
H12 1.9695 0.1263 -2.3017
H13 -0.7575 2.1287 -1.0799
H14 1.1831 1.5344 -2.8059

Listed below, in e, are the natural (NBO) charges computed for each atom: -0.62 -0.65 0.22 0.18 0.22 0.23 0.22 0.19 -0.70 -0.16 -0.19 0.04 0.25 -0.20 -0.14 0.26 0.25 0.24 0.26 0.28 0.28 0.25 0.26

[3]
DFT (ωB97M-V with the def2-TZVPD basis set) results for a structure of composition C30H28ClHgN7O2.

## Properties
Charge = -1
Highest occupied orbital energy (spin up / spin down) = -1.2 / -3.6 eV
Energy relative to the best compared isomer or geometry (same formula, charge and spin) = 114.7 kJ/mol
Maximum force = 1.0 eV/A
Spin multiplicity = 2
DFT total energy = -62785.707 eV
Frontier orbital gap (spin up / spin down) = 0.12916 / 0.21559 Ha

Cartesian coordinates (Å):
Hg1 0.0734 -0.3699 -0.2750
C1 -0.6089 -0.4246 6.7843
C2 -0.6550 -0.0015 5.3385
C3 -1.8067 0.5255 4.7565
C4 -1.8327 0.8783 3.4255
C5 -0.7264 0.7439 2.5531
N1 -0.8088 1.0900 1.2259
C6 -1.6276 2.1520 0.8918
C7 -1.6974 3.2908 1.7239
C8 -2.4795 4.3907 1.4498
C9 -3.2586 4.4450 0.2979
C10 -4.0954 5.6510 -0.0417
C11 -3.1850 3.3613 -0.5566
C12 -2.4027 2.2358 -0.2934
N2 -2.4245 1.2355 -1.3064
C13 -3.4966 0.8863 -2.0542
C14 -3.0270 0.1783 -3.1353
C15 -1.6358 0.1444 -2.9688
N3 -1.2830 0.7670 -1.8522
C16 0.4307 0.1764 3.1586
C17 0.4390 -0.1688 4.5104
N4 1.6421 -0.0839 2.4551
C18 2.8930 0.1338 2.9178
C19 3.7652 -0.4814 2.0471
C20 2.9475 -1.0581 1.0692
N5 1.6711 -0.8203 1.3304
H1 -1.3213 0.1432 7.3834
H2 0.3873 -0.2715 7.2018
H3 -0.8516 -1.4862 6.8952
H4 -2.7022 0.6529 5.3564
H5 -2.7500 1.2691 3.0067
H6 -1.0918 3.2930 2.6208
H7 -2.4725 5.2356 2.1306
H8 -4.4644 6.1397 0.8608
H9 -4.9531 5.3717 -0.6545
H10 -3.5087 6.3825 -0.6037
H11 -3.7346 3.3883 -1.4906
H12 -4.5015 1.1360 -1.7598
H13 -3.6027 -0.2628 -3.9303
H14 -0.8845 -0.3001 -3.5996
H15 1.3461 -0.6050 4.9164
H16 3.0739 0.7305 3.7951
H17 4.8394 -0.4966 2.1040
H18 3.2217 -1.6208 0.1923
Cl1 3.2097 -2.8672 -6.6915
C21 2.7733 -2.0878 -5.1766
C22 3.5673 -1.0532 -4.6979
C23 3.2177 -0.4460 -3.4949
C24 2.0874 -0.8201 -2.7398
O1 1.7738 -0.1258 -1.6827
C25 1.3061 -1.9457 -3.2380
C26 0.1796 -2.4718 -2.5565
O2 -0.1838 -2.2744 -1.3289
C27 1.6689 -2.5228 -4.4856
H19 4.4223 -0.7111 -5.2669
H20 3.8048 0.3874 -3.1251
H21 -0.4487 -3.1624 -3.1470
H22 1.0608 -3.3248 -4.8889
C28 -3.2550 -4.3254 2.9245
N6 -2.0276 -3.5531 2.9617
C29 -1.4084 -3.3454 4.2595
C30 -1.8470 -2.6278 2.0235
N7 -1.6812 -1.8521 1.1854
H23 -3.0720 -5.3150 3.3459
H24 -3.5783 -4.4402 1.8928
H25 -4.0610 -3.8480 3.4946
H26 -1.1638 -4.3140 4.6990
H27 -2.0697 -2.8021 4.9445
H28 -0.4958 -2.7680 4.1343

Listed below, in e, are the natural (NBO) charges computed for each atom: 1.64 -0.62 -0.08 -0.23 -0.20 0.16 -0.76 0.16 -0.24 -0.21 -0.07 -0.62 -0.22 0.16 -0.19 -0.04 -0.35 -0.01 -0.34 0.14 -0.24 -0.18 -0.03 -0.35 0.00 -0.35 0.21 0.21 0.20 0.20 0.21 0.21 0.20 0.21 0.21 0.21 0.21 0.22 0.22 0.25 0.21 0.22 0.23 0.24 -0.09 -0.08 -0.31 -0.29 0.35 -0.89 -0.25 0.18 -0.86 -0.25 0.20 0.19 0.10 0.20 -0.39 -0.47 -0.39 0.44 -0.40 0.20 0.23 0.18 0.19 0.18 0.24

[4]
DFT (ωB97M-V with the def2-TZVPD basis set) results for a structure of composition C43H34CuFN2O2S2 in a non-equilibrium geometry.

## Properties
Charge = 0
Highest occupied orbital energy = -6.5 eV
Energy relative to the best compared isomer or geometry (same formula, charge and spin) = 219.5 kJ/mol
Maximum force = 3.2 eV/A
DFT total energy = -121241.861 eV
Frontier orbital gap = 0.23681 Ha

Cartesian coordinates (Å):
Cu1 3.6908 -0.9116 -0.1387
C1 0.4801 -7.4741 -1.9409
C2 0.3041 -6.0204 -1.7073
C3 -0.8648 -5.3286 -1.5141
C4 -0.9257 -4.0064 -1.0529
C5 0.2633 -3.2895 -0.8528
C6 1.4341 -3.9362 -1.2410
C7 1.4977 -5.3107 -1.5090
S1 0.3582 -1.6364 -0.1743
O1 1.5926 -1.1284 -0.8440
C8 -1.0926 -0.9416 -0.9006
C9 -1.3417 -1.3112 -2.2739
C10 -2.5302 -0.9814 -2.9271
C11 -3.3395 -0.0219 -2.2875
C12 -4.4764 0.4646 -3.0087
C13 -5.3032 1.4338 -2.5027
C14 -5.0231 1.9507 -1.1789
C15 -3.9055 1.5312 -0.5043
C16 -3.0301 0.5228 -1.0009
C17 -1.8445 0.0484 -0.3248
C18 -1.4057 0.6786 0.9600
C19 -1.8008 0.1473 2.2563
C20 -2.3166 -1.1823 2.4343
C21 -2.6278 -1.7357 3.6819
C22 -2.5809 -0.9441 4.8277
C23 -1.9949 0.2955 4.7226
C24 -1.6166 0.8060 3.4759
C25 -0.9704 2.0713 3.3670
C26 -0.5049 2.6095 2.1608
C27 -0.7937 1.9671 0.9326
S2 0.0755 2.6163 -0.5211
O2 -0.6158 2.2073 -1.7696
C28 -0.2870 4.3277 -0.2541
C29 0.7988 5.1618 -0.3289
C30 0.6247 6.5604 -0.2159
C31 -0.6905 7.0103 -0.0333
C32 -1.0332 8.4952 -0.1836
C33 -1.7787 6.1508 0.0282
C34 -1.5943 4.7654 -0.0971
H1 0.0871 -8.1013 -1.1512
H2 1.5686 -7.7566 -1.9563
H3 -0.0512 -7.7426 -2.8659
H4 -1.7523 -5.9105 -1.6758
H5 -1.9344 -3.5879 -0.8343
H6 2.3183 -3.3523 -1.3454
H7 2.4220 -5.8188 -1.5567
H8 -0.5596 -1.8402 -2.7249
H9 -2.7099 -1.1243 -3.9690
H10 -4.5033 0.1106 -4.0609
H11 -6.1271 1.7697 -3.0472
H12 -5.6043 2.7917 -0.8165
H13 -3.8166 1.8703 0.5168
H14 -2.5052 -1.8294 1.5657
H15 -2.9428 -2.7857 3.6635
H16 -3.0463 -1.2124 5.7686
H17 -1.9321 0.9305 5.6191
H18 -0.9673 2.6567 4.2715
H19 -0.0402 3.5905 2.0760
H20 1.7599 4.7135 -0.3907
H21 1.4229 7.3336 -0.2294
H22 -1.7346 8.6984 0.6658
H23 -1.5644 8.7383 -1.0949
H24 -0.1497 9.1317 -0.1227
H25 -2.8090 6.5527 0.1857
H26 -2.4824 4.1095 -0.1121
N1 5.5862 -1.2991 -3.6852
C35 4.4639 -0.7630 -4.2293
C36 3.6399 -0.5679 -3.1245
N2 4.2975 -0.9421 -1.9702
C37 5.5020 -1.4097 -2.3539
H27 6.4063 -1.6310 -4.2165
H28 4.4337 -0.5066 -5.2604
H29 2.6497 -0.0578 -3.1446
H30 6.3445 -1.6510 -1.6948
F1 2.7073 -2.7483 5.3750
C38 3.1743 -2.1812 4.1935
C39 4.2129 -2.8332 3.4484
C40 4.6310 -2.2271 2.2774
C41 3.9459 -1.1394 1.7600
C42 3.1202 -0.4530 2.5883
C43 2.7286 -0.9372 3.8249
H31 4.6426 -3.7926 3.7949
H32 5.4661 -2.6003 1.6738
H33 2.7846 0.5280 2.2677
H34 2.0865 -0.3848 4.5379

Listed below, in e, are the Löwdin charges computed for each atom: 0.35 -0.06 -0.29 -0.04 -0.06 -0.36 -0.05 -0.01 1.05 -0.54 -0.32 -0.04 0.01 -0.16 -0.03 -0.05 -0.06 -0.03 -0.09 -0.15 -0.11 -0.10 0.00 -0.07 -0.08 -0.04 -0.18 0.01 -0.05 -0.28 1.01 -0.47 -0.43 -0.08 -0.01 -0.28 -0.05 -0.04 -0.04 0.08 0.09 0.09 0.11 0.12 0.09 0.10 0.10 0.10 0.12 0.08 0.10 0.11 0.11 0.11 0.11 0.12 0.11 0.11 0.10 0.12 0.09 0.08 0.07 0.13 0.12 0.02 -0.08 -0.11 -0.04 -0.15 0.17 0.10 0.12 0.14 -0.01 -0.26 -0.03 -0.17 -0.28 -0.18 -0.05 0.11 0.08 0.08 0.12

[5]
DFT (ωB97M-V with the def2-TZVPD basis set) results for the molecule C17H13ClO4 in a non-equilibrium geometry.

## Properties
Charge = 0
Highest occupied orbital energy = -8.5 eV
Energy relative to the best compared isomer or geometry (same formula, charge and spin) = 4.1 kJ/mol
Maximum force = 1.1 eV/A
SMILES string = O=c1ccc2ccc(OCCOc3cccc(Cl)c3)cc2o1
DFT total energy = -38552.058 eV
Frontier orbital gap = 0.31735 Ha

Cartesian coordinates (Å):
O1 0.2490 -4.8494 0.4076
C1 0.0420 -4.0219 1.2592
C2 -0.2072 -4.3032 2.6633
C3 -0.4301 -3.3157 3.5518
C4 -0.4255 -1.9520 3.1230
C5 -0.6511 -0.8594 3.9711
C6 -0.6304 0.4203 3.4844
C7 -0.3842 0.6623 2.1212
O2 -0.3792 1.9696 1.7625
C8 -0.0822 2.3404 0.4339
C9 -1.2365 2.0520 -0.5523
O3 -0.9629 0.9959 -1.4430
C10 -0.0858 1.1865 -2.4683
C11 0.1453 0.0717 -3.2765
C12 1.0097 0.1587 -4.3470
C13 1.6617 1.3475 -4.6375
C14 1.4290 2.4436 -3.8283
Cl1 2.2314 3.9393 -4.1593
C15 0.5673 2.3820 -2.7433
C16 -0.1638 -0.4023 1.2628
C17 -0.1827 -1.7016 1.7637
O4 0.0394 -2.7015 0.8848
H1 -0.2009 -5.3452 2.9388
H2 -0.6148 -3.5291 4.5952
H3 -0.8410 -1.0421 5.0179
H4 -0.7998 1.2690 4.1269
H5 0.1037 3.4152 0.4981
H6 0.8323 1.8426 0.0882
H7 -2.1100 1.7205 0.0162
H8 -1.5078 2.9580 -1.1049
H9 -0.3654 -0.8480 -3.0411
H10 1.1822 -0.7082 -4.9654
H11 2.3385 1.4206 -5.4729
H12 0.4250 3.2620 -2.1380
H13 0.0047 -0.2784 0.2068

Listed below, in e, are the natural (NBO) charges computed for each atom: -0.56 0.73 -0.34 -0.10 -0.21 -0.14 -0.28 0.34 -0.48 -0.11 -0.11 -0.51 0.39 -0.29 -0.17 -0.27 0.00 0.01 -0.37 -0.38 0.43 -0.47 0.24 0.22 0.22 0.23 0.21 0.20 0.22 0.19 0.23 0.22 0.23 0.23 0.25

[6]
DFT (ωB97M-V with the def2-TZVPD basis set) results for a cluster of 2 separate species, C4H7N2 in total in a non-equilibrium geometry.

## Properties
Charge = +1
Highest occupied orbital energy (spin up / spin down) = -13.1 / -12.9 eV
Energy relative to the best compared isomer or geometry (same formula, charge and spin) = 765.4 kJ/mol
Maximum force = 5.6 eV/A
DFT total energy = -7227.805 eV
Frontier orbital gap (spin up / spin down) = 0.29575 / 0.27316 Ha

Cartesian coordinates (Å):
C1 1.9427 -0.9692 0.2003
C2 -1.5800 -0.3172 0.6860
C3 0.9848 1.1806 -0.1697
C4 -1.2416 -0.9493 -0.5949
N1 1.7025 0.2009 0.1399
N2 -0.9299 0.3303 -0.4834
H1 2.6507 -1.6943 0.3245
H2 -2.5453 -0.1495 0.9685
H3 -0.9136 -0.3789 1.6469
H4 0.9416 2.0217 0.3918
H5 1.0571 1.4973 -1.2121
H6 -0.7815 -1.8807 -0.8685
H7 -1.2875 1.1084 -1.0293

Listed below, in e, are the natural (NBO) charges computed for each atom: 0.23 -0.25 -0.18 0.07 -0.25 -0.44 0.24 0.22 0.21 0.23 0.22 0.25 0.44